No. 1
ORCA calculation (ωB97M-V with the def2-TZVPD basis set) on a structure of composition C46H69Br24F2I2NO2.

Structure (XYZ):
```
146
C46H69Br24F2I2NO2, DFT ωB97M-V with the def2-TZVPD basis set
C 4.38781 -0.81560 1.84793
C 3.40223 -0.35229 0.71919
C 2.06598 0.12849 1.09411
C 1.20079 0.55661 0.01658
C 1.56859 0.51531 -1.41367
C 2.90980 0.03634 -1.77011
C 3.40150 -0.01098 -3.25466
C 4.69950 0.86551 -3.53670
C 4.65001 2.29347 -2.89603
F 4.75695 1.06708 -4.96116
C 3.84637 -0.42731 -0.70043
C 5.28779 -0.98456 -0.93029
C 0.49190 0.97582 -2.44485
O 0.75396 1.58635 -3.45431
C -0.98026 0.60497 -2.04750
C -1.99655 0.18524 -2.99010
C -3.37007 -0.20301 -2.57869
N -4.31692 -0.65332 -3.56599
C -3.72885 -0.15916 -1.15590
C -5.08654 -0.56342 -0.51106
I -4.98152 -2.65331 0.14671
C -6.38099 -0.20246 -1.37182
C -7.59020 0.27804 -0.45589
I -7.10019 -2.08369 -2.26770
C -2.67726 0.28136 -0.22141
F -2.94220 0.32971 1.13535
C -1.33646 0.65372 -0.62385
C -0.22692 1.07387 0.38752
O -0.46202 1.75117 1.35941
H 4.52596 -1.92459 1.75663
H 4.03063 -0.49354 2.85483
H 5.38334 -0.33698 1.62549
H 1.79979 0.12984 2.17359
H 3.68689 -1.08349 -3.46379
H 2.63249 0.26077 -4.01639
H 5.63938 0.32487 -3.27729
H 3.99619 2.94204 -3.54721
H 4.32785 2.30156 -1.82310
H 5.68329 2.73770 -2.98220
H 6.05720 -0.18376 -0.71333
H 5.51857 -1.81541 -0.20636
H 5.46350 -1.41353 -1.95117
H -1.74706 0.14706 -4.07389
H -4.98191 0.11074 -3.72358
H -3.81195 -0.74502 -4.45684
H -5.17511 0.03071 0.44292
H -6.21548 0.57138 -2.15927
H -7.22244 0.90357 0.41733
H -8.10294 -0.61279 0.01248
H -8.37840 0.82047 -1.03417
Br 7.24423 -1.46638 -3.61552
C 9.05539 -0.89052 -3.18434
C 9.15898 -0.42319 -1.75655
Br 8.40344 1.36050 -1.54231
H 9.32104 -0.12490 -3.90873
H 9.67788 -1.77051 -3.34648
H 10.20321 -0.32734 -1.46021
H 8.64415 -1.07379 -1.05225
Br -0.30831 5.74233 1.62946
C -1.50333 4.84752 2.87911
C -2.46824 5.82710 3.49690
Br -1.60543 6.89338 4.88137
H -0.87823 4.33714 3.60822
H -2.03533 4.10590 2.28312
H -3.27667 5.30184 4.00698
H -2.89166 6.52369 2.77811
Br -7.12388 10.95438 4.43567
C -5.84611 9.70385 5.21056
C -4.57753 9.64236 4.40011
Br -4.82223 8.58634 2.78190
H -6.35147 8.74382 5.29043
H -5.64380 10.08809 6.20996
H -3.79172 9.13068 4.95634
H -4.21801 10.62056 4.08918
Br -7.43445 3.64745 0.96272
C -5.63256 3.69273 1.70587
C -5.64176 3.39970 3.18498
Br -6.23955 4.94264 4.21162
H -5.21398 4.66681 1.46084
H -5.08338 2.91986 1.16662
H -4.63162 3.19583 3.54057
H -6.29132 2.56930 3.45377
Br 2.84737 -2.77228 -0.67780
C 2.50700 -4.61621 -0.12870
C 1.02733 -4.87869 -0.02194
Br 0.28094 -4.10818 1.60484
H 3.04433 -4.77398 0.80445
H 2.94998 -5.23830 -0.90794
H 0.83181 -5.94753 0.05446
H 0.45781 -4.46829 -0.85330
Br 3.53804 -3.24156 -5.08912
C 4.74395 -2.72347 -6.52899
C 5.41102 -3.93188 -7.12933
Br 6.84261 -4.59182 -5.98559
H 5.44660 -2.00276 -6.11435
H 4.11302 -2.22634 -7.26548
H 5.89562 -3.67694 -8.07171
H 4.72609 -4.76106 -7.29133
Br 10.89954 -1.33181 -7.17356
C 9.25936 -0.38634 -7.63392
C 9.45572 1.10765 -7.58832
Br 9.47034 1.75887 -5.75406
H 8.48846 -0.73927 -6.95107
H 9.01929 -0.71091 -8.64623
H 8.61938 1.61828 -8.06525
H 10.38512 1.43441 -8.04910
Br -10.14532 -2.70938 1.41923
C -10.88785 -1.54385 2.79168
C -9.96909 -0.38304 3.07892
Br -8.45662 -0.92871 4.17981
H -11.08307 -2.16490 3.66309
H -11.83432 -1.19058 2.38310
H -10.48511 0.37836 3.66337
H -9.55853 0.07157 2.17974
Br -4.01850 -5.66119 3.01355
C -2.83914 -6.94082 3.89271
C -1.53000 -7.06546 3.15796
Br -1.72615 -8.14630 1.54817
H -3.38553 -7.87886 3.96346
H -2.68119 -6.54103 4.89467
H -0.79546 -7.59174 3.76703
H -1.11840 -6.10785 2.84846
Br 3.52510 5.41982 -1.15888
C 1.87031 6.33952 -1.61480
C 2.03801 7.83524 -1.53938
Br 2.01933 8.44807 0.30828
H 1.10040 5.95927 -0.94669
H 1.64597 6.02792 -2.63489
H 1.19741 8.34032 -2.01484
H 2.96580 8.18735 -1.98452
Br 3.41796 -5.02949 3.74420
C 3.65280 -6.95232 3.95626
C 3.54646 -7.66655 2.63326
Br 1.68921 -7.82819 2.06283
H 2.91482 -7.28330 4.68365
H 4.65071 -7.07107 4.37774
H 3.90630 -8.69148 2.72113
H 4.08342 -7.16565 1.83052
Br -7.32820 -2.93049 7.80985
C -6.01330 -2.48615 6.44203
C -5.36985 -3.72521 5.87556
Br -4.03783 -4.45504 7.09765
H -5.30090 -1.80236 6.89828
H -6.57412 -1.95932 5.67011
H -4.81987 -3.48931 4.96537
H -6.08017 -4.52209 5.66832
```

Calculated values
Max |F|   3.161 eV/Å
Net charge   0
Calculated total energy   -64570.8156 a.u.

=====

No. 2
ORCA calculation (ωB97M-V with the def2-TZVPD basis set) on a cluster of 6 separate species, C46H69N5O17 in total.

Structure (XYZ):
```
137
C46H69N5O17, DFT ωB97M-V with the def2-TZVPD basis set
N -1.60662 3.99646 1.90432
C -0.33927 3.38897 2.32749
C 0.69891 3.31525 1.21489
O 1.90526 2.88774 1.84496
C 0.24947 2.31937 0.13408
C 0.34398 2.78943 -1.29786
C 1.37543 3.60955 -1.68068
C 1.53951 4.02218 -3.01649
N 2.58042 4.82860 -3.35293
C 2.67836 5.18572 -4.60805
C 3.82024 6.05476 -4.98013
C 4.93011 6.14173 -4.14190
C 5.97902 6.95884 -4.52014
C 5.89357 7.67586 -5.70622
N 4.83904 7.61075 -6.51579
C 3.84061 6.81277 -6.15052
C 1.72788 4.73912 -5.57291
N 0.72637 3.96292 -5.28148
C 0.61578 3.58281 -3.97882
C -0.44160 2.74367 -3.58226
C -0.60806 2.35090 -2.27906
C -1.75970 1.47819 -1.84728
C -2.73489 1.04803 -2.93329
C -3.67253 2.14390 -3.51739
N -4.03088 3.27318 -2.66923
C -3.26474 4.51189 -2.83232
C -4.10223 5.73311 -2.53600
C -4.91946 6.27475 -3.52469
C -5.66240 7.42084 -3.29070
C -5.58842 8.05484 -2.05775
C -4.78500 7.52682 -1.05996
C -4.06379 6.36496 -1.29622
O -3.27039 5.86392 -0.26860
H -1.43303 4.69177 1.18494
H -2.17776 3.28402 1.46414
H -0.53356 2.36970 2.65907
H 0.07699 3.94457 3.16359
H 0.82005 4.31701 0.79808
H 2.65086 3.06186 1.26435
H -0.75623 1.98778 0.36421
H 0.88868 1.44468 0.23039
H 2.10067 3.95654 -0.95845
H 4.95958 5.57868 -3.22315
H 6.86478 7.04253 -3.90760
H 6.72029 8.31338 -5.98789
H 2.99190 6.78616 -6.82030
H 1.83485 5.03759 -6.60629
H -1.13616 2.42753 -4.34393
H -1.33563 0.57451 -1.40259
H -2.29070 1.96724 -1.02949
H -2.14527 0.63545 -3.75328
H -3.33849 0.22456 -2.55957
H -4.59951 1.64245 -3.79846
H -3.24900 2.52055 -4.44417
H -4.08782 3.00182 -1.69904
H -2.36225 4.55151 -2.22291
H -2.99036 4.56518 -3.88331
H -4.95526 5.78761 -4.48883
H -6.29117 7.82327 -4.07131
H -6.15796 8.95712 -1.89428
H -4.71851 8.00209 -0.09238
H -3.80723 5.25771 0.25193
C -2.78041 -2.80450 3.34887
C -1.97205 -3.56344 2.31965
O -1.16699 -2.68909 1.50911
C -0.04862 -2.25554 2.08573
O 0.32780 -2.52819 3.19651
O 0.59067 -1.47255 1.21939
C 1.79937 -0.89282 1.72093
H -3.38909 -2.03883 2.86586
H -3.43835 -3.48939 3.88373
H -2.13133 -2.31728 4.07476
H -2.62647 -4.06768 1.61128
H -1.33051 -4.31105 2.78360
H 2.47262 -1.65524 2.10561
H 1.57488 -0.16142 2.49557
H 2.26733 -0.38812 0.88074
C 13.12721 7.56752 -4.91688
C 11.76635 7.07610 -4.47503
O 10.70465 7.87646 -5.02115
C 10.39642 7.62208 -6.29154
O 10.89256 6.77759 -6.98929
O 9.43059 8.46625 -6.65829
C 9.03195 8.34259 -8.02779
H 13.24872 8.62252 -4.66911
H 13.90932 6.99901 -4.41386
H 13.25479 7.45102 -5.99193
H 11.65413 7.17148 -3.39685
H 11.60885 6.03265 -4.74594
H 8.76463 7.31512 -8.26284
H 9.83278 8.67703 -8.68479
H 8.16327 8.98233 -8.15341
C 1.00481 -4.19877 6.01334
C -0.34613 -3.73819 6.51161
O -1.39815 -4.66630 6.17587
C -1.46162 -5.76026 6.93089
O -0.74891 -6.02669 7.86062
O -2.46379 -6.52061 6.47640
C -2.60408 -7.77218 7.15682
H 0.97028 -4.39020 4.94070
H 1.74471 -3.41993 6.19541
H 1.33044 -5.10808 6.51763
H -0.63566 -2.81308 6.01760
H -0.34447 -3.56983 7.58796
H -2.67616 -7.62943 8.23200
H -1.76580 -8.42824 6.92609
H -3.52305 -8.21566 6.78616
C -9.40208 -11.07041 4.13123
C -8.69809 -10.97831 5.46718
O -7.30663 -10.65106 5.31792
C -7.04581 -9.36836 5.07979
O -7.85240 -8.47923 4.99963
O -5.72928 -9.23951 4.90584
C -5.30384 -7.91342 4.58517
H -8.88864 -11.77817 3.47960
H -10.42814 -11.40916 4.27405
H -9.42578 -10.10186 3.63417
H -8.69950 -11.94296 5.97053
H -9.17307 -10.24856 6.12195
H -5.66256 -7.19946 5.32361
H -5.65510 -7.62880 3.59459
H -4.21795 -7.93109 4.59236
C 0.68660 -9.59662 -0.32419
C 1.72206 -9.20051 0.70542
O 1.36210 -7.98862 1.38806
C 0.44651 -8.12498 2.34496
O -0.07626 -9.15340 2.68800
O 0.17751 -6.91592 2.83658
C -0.83985 -6.89933 3.84196
H 0.51221 -8.77680 -1.02197
H 1.03269 -10.46440 -0.88560
H -0.25997 -9.84968 0.15094
H 2.67286 -8.97341 0.22744
H 1.88535 -9.99242 1.43554
H -0.60697 -7.59795 4.64300
H -1.80659 -7.14770 3.40409
H -0.87353 -5.89176 4.23592
```

Calculated values
Max |F|   0.421 eV/Å
SMILES   NC[C@@H](O)Cc1cc2nc(-c3cccnc3)cnc2cc1CCCNCc1ccccc1O.CCOC(=O)OC.CCOC(=O)OC.CCOC(=O)OC.CCOC(=O)OC.CCOC(=O)OC
Net charge   0
Calculated total energy   -3347.1517 a.u.

=====

No. 3
ORCA calculation (ωB97M-V with the def2-TZVPD basis set) on a structure of composition C46H78BaGeN6O3P3.

Structure (XYZ):
```
138
C46H78BaGeN6O3P3, DFT ωB97M-V with the def2-TZVPD basis set
Ba 0.53380 1.24423 -0.33892
C -1.58280 -0.54878 4.39831
C -0.10048 -0.19879 4.52539
C 0.59626 -1.04141 5.59090
P 0.74056 -0.15855 2.87117
C 1.14523 -1.92539 2.38407
N 0.12572 -2.60486 1.62774
Ge -0.39600 -1.92571 -0.11774
N 0.79439 -3.13266 -1.23794
C 2.15087 -2.76110 -1.56655
P 2.45689 -0.95397 -1.87751
C 4.31051 -0.94309 -1.88965
C 4.83241 -0.89353 -0.45348
C 4.96905 -2.06616 -2.68680
C 2.00301 -0.83345 -3.67278
C 2.71976 0.31038 -4.38699
C 0.48921 -0.64154 -3.77575
C 0.55342 -4.47665 -1.18164
C 1.42486 -5.49482 -1.61063
C 1.05881 -6.82885 -1.52435
C -0.16500 -7.20414 -0.99184
C -1.02099 -6.21430 -0.52791
C -0.67124 -4.88358 -0.62924
N -1.50661 -3.81346 -0.09129
C -1.71693 -4.04466 1.35347
C -2.74524 -4.82354 1.82332
C -2.82162 -5.13551 3.17937
C -1.83722 -4.65976 4.02859
C -0.81969 -3.83653 3.55820
C -0.75944 -3.47323 2.20897
C -2.76291 -3.55296 -0.77980
C -3.35986 -4.38830 -1.69343
C -4.61242 -4.05996 -2.21354
C -5.23823 -2.90242 -1.77577
C -4.62168 -2.03809 -0.88149
C -3.33387 -2.31757 -0.38450
N -2.54941 -1.56683 0.41737
C -3.05906 -0.30299 0.88908
P -2.71082 1.22875 -0.13607
C -3.66572 1.14061 -1.71965
C -3.75233 2.54097 -2.33261
C -2.95059 0.20270 -2.69263
C -3.59136 2.53681 0.83897
C -5.10931 2.38518 0.90712
C -2.99145 2.63876 2.24385
C 2.41177 0.53989 3.36363
C 2.85274 1.58851 2.34358
C 3.53802 -0.46726 3.59825
H -2.03313 -0.62574 5.39067
H -1.74398 -1.49900 3.88806
H -2.11888 0.22487 3.84995
H -0.03528 0.85482 4.82900
H 0.61506 -2.09954 5.32309
H 0.05641 -0.95797 6.53699
H 1.62247 -0.71967 5.76825
H 1.47370 -2.51704 3.24139
H 2.03417 -1.81066 1.75023
H 2.48174 -3.26958 -2.47995
H 2.85692 -3.07451 -0.77697
H 4.55499 0.01517 -2.35768
H 4.53819 -1.78289 0.11139
H 4.45445 -0.01348 0.07037
H 5.92433 -0.84801 -0.44306
H 4.82392 -3.03362 -2.20334
H 6.04618 -1.89583 -2.75721
H 4.57591 -2.13531 -3.70248
H 2.27305 -1.78645 -4.13983
H 2.52279 1.26446 -3.89083
H 2.34790 0.38958 -5.41140
H 3.79865 0.15802 -4.43999
H 0.22035 0.35083 -3.39729
H -0.06273 -1.40089 -3.21950
H 0.16860 -0.68041 -4.81951
H 2.39838 -5.24640 -2.00813
H 1.75182 -7.58678 -1.86918
H -0.44230 -8.24626 -0.91343
H -1.95928 -6.48607 -0.06430
H -3.49590 -5.18396 1.13020
H -3.63070 -5.74733 3.55362
H -1.86264 -4.91301 5.08148
H -0.08593 -3.45717 4.25664
H -2.86352 -5.29751 -2.00373
H -5.08893 -4.71141 -2.93286
H -6.22585 -2.65501 -2.14754
H -5.13213 -1.13209 -0.58371
H -2.54924 -0.06150 1.82576
H -4.12509 -0.36312 1.13526
H -4.67284 0.76238 -1.53004
H -2.75670 2.98677 -2.42280
H -4.37012 3.22343 -1.74880
H -4.17932 2.47786 -3.33603
H -1.97725 0.61982 -2.96599
H -3.53249 0.10033 -3.61162
H -2.79608 -0.79508 -2.28177
H -3.34047 3.46162 0.31142
H -5.39454 1.46711 1.42352
H -5.56822 2.36871 -0.08198
H -5.54728 3.21909 1.46191
H -3.31994 1.81039 2.87439
H -3.31376 3.56346 2.72849
H -1.89858 2.62842 2.21752
H 2.21171 1.05875 4.30660
H 3.06162 1.14176 1.36649
H 3.77983 2.07735 2.65547
H 2.09412 2.36559 2.20711
H 3.84725 -0.93867 2.66358
H 3.25872 -1.25697 4.29536
H 4.41404 0.04417 4.00473
C 4.02599 4.12992 0.14057
O 3.36680 2.96439 -0.36210
C 3.50249 2.75153 -1.72318
C 4.84810 2.90497 -2.34691
H 5.11101 4.01048 0.11539
H 3.70939 4.25297 1.17534
H 3.74346 5.01475 -0.43433
H 5.16344 3.95442 -2.41578
H 4.82030 2.50180 -3.35804
H 5.59930 2.36201 -1.77171
O 2.51901 3.25089 -2.50100
O 1.24006 2.85127 -1.99043
C -1.02170 6.77218 0.47305
C -0.43432 5.95575 -0.67170
C -1.21631 6.21150 -1.95653
C 1.04025 6.31213 -0.88984
N -0.63056 4.51500 -0.39386
N 0.15823 3.98467 0.67634
H -0.94139 7.83919 0.25985
H -0.49081 6.58927 1.41061
H -2.07446 6.52273 0.61578
H -1.17799 7.26761 -2.22588
H -2.25970 5.91904 -1.82861
H -0.79409 5.63420 -2.78261
H 1.12951 7.33302 -1.26444
H 1.49234 5.63125 -1.61620
H 1.61191 6.26610 0.04088
H -0.28824 4.02713 -1.22283
H -0.22000 4.32943 1.55002
H 1.12877 4.29216 0.59935
```

Calculated values
Max |F|   0.552 eV/Å
Net charge   0
ΔE to the lowest compared entry with this formula, charge and spin   6.61 kcal per mole
Calculated total energy   -5480.2514 a.u.
Spin multiplicity   2